Molecular formula: C6F18KN3O12S6
Method: DFT, the ωB97M-V functional and the def2-TZVPD basis

XYZ file:
```
46
Properties=species:S:1:pos:R:3:forces:R:3
K 0.27931 -1.34473 0.56150 -0.25 0.07 0.04
C -0.60214 0.74729 -6.06616 -0.36 2.03 0.26
F -1.57482 1.31566 -5.25170 1.62 -1.22 -0.53
F -0.79156 -0.55090 -6.19558 0.05 0.06 0.54
F -0.79993 1.31725 -7.25110 0.21 -0.06 -0.38
S 1.22442 1.12158 -5.49667 0.39 -0.26 1.94
O 1.22745 0.81221 -4.05232 -0.47 -0.31 -2.43
O 2.08735 0.34794 -6.41789 -2.20 1.45 1.49
N 1.36404 2.84131 -5.59406 -3.55 -3.57 -0.21
S 2.85796 3.00184 -5.62321 6.14 1.09 -0.59
O 3.65138 2.14907 -4.73382 -0.79 0.67 -0.52
O 3.41132 3.10299 -6.98205 -0.56 0.71 1.58
C 3.05425 4.68148 -4.69655 -1.03 -1.90 -0.29
F 2.53261 5.64339 -5.47454 0.23 0.28 0.87
F 2.40600 4.59169 -3.48650 0.52 0.63 -1.45
F 4.33531 4.91485 -4.43943 -0.19 0.36 -0.21
C -1.82373 -5.70611 1.55029 -1.31 0.70 0.13
F -2.05085 -6.93877 2.10317 0.90 1.59 -1.18
F -1.54393 -4.85512 2.59191 -0.07 -0.96 -1.51
F -0.81802 -5.67819 0.63862 -0.35 -0.50 1.48
S -3.41936 -5.24297 0.52412 -1.43 -1.16 2.23
O -3.33019 -6.03647 -0.66002 1.20 0.36 -0.59
O -4.55470 -5.68172 1.33890 1.88 1.36 0.05
N -3.25253 -3.55618 0.30859 2.55 -3.59 3.23
S -4.37248 -3.26011 -0.64535 -3.61 1.22 -5.51
O -4.00054 -3.62498 -2.03822 -1.11 1.24 2.15
O -5.71156 -3.67447 -0.18789 1.92 1.43 -0.84
C -4.22249 -1.30144 -0.61167 -0.95 -0.73 0.16
F -4.49010 -0.86548 0.62924 0.83 -0.04 -0.13
F -2.96167 -0.90825 -0.99835 -1.38 -0.18 0.47
F -5.16533 -0.70089 -1.37681 1.21 -0.66 -0.08
C 3.63563 0.65488 6.55065 -0.85 0.44 -0.11
F 4.48126 0.90583 5.51306 -0.33 0.29 1.63
F 4.15302 -0.24409 7.39163 0.17 -0.31 -0.88
F 3.37764 1.71619 7.37574 0.61 -1.00 -1.87
S 2.02375 -0.08332 5.73243 -1.75 -1.44 0.83
O 2.34231 -1.49261 5.33257 -0.17 3.61 -0.12
O 1.11889 0.01627 6.89041 1.36 -0.07 -1.91
N 1.51225 0.91630 4.35503 1.28 -2.74 1.90
S 0.94792 2.25365 4.97488 -1.67 0.72 3.26
O -0.26155 2.09008 5.81900 1.46 0.70 -2.52
O 1.99072 3.01712 5.62413 -0.21 0.47 -0.73
C 0.49660 3.21407 3.40655 1.55 0.03 0.65
F 1.61218 3.70751 2.81733 -0.45 -0.40 0.28
F -0.10349 2.41945 2.55332 -0.68 -0.43 -0.78
F -0.27240 4.24706 3.69689 -0.35 0.02 0.18
```
Positions in Å, forces in eV/Å.

The energy above the lowest of the compared OMol25 structures with the same formula, charge and spin is 505.24 kJ/mol. As for the molar mass: 879.54 g mol⁻¹. The calculation puts the lowest unoccupied orbital energy at 2.20 eV. The gap between HOMO and LUMO is 0.2752 Eh. For the HOMO energy, the calculation gives -5.29 eV. The net charge is -2.